[1]
Molecular formula: C26H27IrN3O2S2
Method: DFT, wB97M-V/def2-TZVPD

```
61
Properties=species:S:1:pos:R:3:forces:R:3:lowdin_spin:R:1
Ir -0.6563 -0.6550 0.0267 -0.6 -0.6 -0.1 2.512
O 1.6241 -0.4318 -0.1267 0.2 0.1 -0.5 0.087
S 3.0189 -0.5152 -0.7062 -0.1 -0.2 0.0 0.097
C 3.7399 1.1796 -0.6623 0.1 0.0 0.0 0.048
C 2.6605 2.2590 -0.6445 0.0 0.0 0.0 0.008
C 2.2336 2.6325 0.7796 0.0 0.0 0.0 0.008
C 1.1513 3.7094 0.7977 0.0 0.1 0.0 0.049
S -0.5423 2.9808 0.7518 -0.2 -0.1 -0.1 0.092
O -0.4211 1.6116 0.1161 0.1 0.1 0.6 0.082
C -0.8077 2.8589 2.5115 0.1 -0.1 -0.1 0.245
C -0.6371 1.6593 3.2253 -0.1 0.1 0.0 0.023
C -0.7845 1.6913 4.5837 -0.1 0.2 0.1 0.140
C -1.1906 2.9108 5.2341 0.0 -0.1 0.0 0.296
C -1.3920 4.1014 4.4996 0.0 -0.1 0.1 0.041
C -1.2225 4.0776 3.1472 0.1 0.0 -0.1 0.086
C 2.9508 -0.7213 -2.4762 -0.1 0.1 0.2 0.244
C 4.1879 -1.0921 -3.1018 0.0 0.1 0.0 0.087
C 4.2401 -1.2091 -4.4593 -0.1 0.0 0.0 0.040
C 3.0578 -1.0066 -5.2060 0.0 0.0 0.0 0.294
C 1.8209 -0.6440 -4.5649 0.1 -0.1 -0.1 0.139
C 1.7592 -0.5482 -3.2025 0.2 -0.1 0.0 0.023
H 4.3967 1.2412 -1.5308 0.0 0.0 0.0 0.002
H 4.3657 1.1907 0.2311 0.0 0.0 0.0 0.001
H 1.8034 1.9591 -1.2502 0.0 0.0 0.0 0.001
H 3.0852 3.1442 -1.1226 0.0 0.0 0.0 0.002
H 3.0991 3.0413 1.3056 0.0 0.0 0.0 0.002
H 1.9154 1.7529 1.3426 0.0 0.0 0.0 0.001
H 1.1920 4.3657 -0.0726 0.0 0.0 0.0 0.001
H 1.1783 4.3346 1.6906 0.0 0.0 0.0 0.002
H -0.3461 0.7482 2.7242 0.0 0.0 -0.1 -0.003
H -0.5869 0.8095 5.1803 0.0 0.0 0.1 0.004
H -1.3641 2.9061 6.3052 0.0 0.0 0.0 0.011
H -1.7016 5.0105 4.9988 0.0 0.0 0.1 -0.001
H -1.4063 4.9723 2.5605 0.0 -0.1 -0.1 0.001
H 5.0746 -1.2842 -2.5058 -0.1 0.0 0.1 0.001
H 5.1636 -1.4841 -4.9524 0.0 0.0 -0.1 -0.001
H 3.0738 -1.1509 -6.2812 0.0 0.1 0.0 0.011
H 0.9466 -0.4384 -5.1698 0.0 0.0 -0.1 0.004
H 0.8352 -0.2941 -2.7040 0.0 0.0 0.1 -0.003
N -3.0569 -3.0564 -0.0140 0.1 0.0 0.0 0.017
C -3.5820 -1.7916 -0.1649 0.1 -0.1 0.1 0.018
C -4.9751 -1.6978 -0.2593 -0.2 0.0 0.0 0.006
C -5.5686 -0.4748 -0.4309 0.0 0.0 0.0 0.011
C -4.7628 0.6689 -0.5110 -0.1 0.0 0.0 0.010
C -3.4168 0.5141 -0.3983 -0.1 0.1 -0.1 0.011
N -2.8070 -0.6963 -0.2205 0.4 0.2 0.0 0.100
C -1.7898 -3.5843 0.1108 -0.1 0.2 0.0 0.018
C -1.6978 -4.9790 0.1775 0.0 -0.2 0.0 0.006
C -0.4702 -5.5803 0.2718 -0.1 0.0 0.0 0.012
C 0.6785 -4.7797 0.3215 0.0 -0.1 0.0 0.010
C 0.5222 -3.4299 0.2819 0.1 -0.1 0.1 0.011
N -0.6915 -2.8123 0.1655 0.2 0.5 0.0 0.092
H -3.7712 -3.7699 -0.0102 0.0 0.0 0.0 0.000
H -5.5775 -2.5949 -0.1946 0.0 0.0 0.0 0.000
H -6.6453 -0.4004 -0.5103 0.0 0.0 0.0 0.000
H -5.1880 1.6503 -0.6643 0.0 0.0 0.0 0.001
H -2.7609 1.3674 -0.4786 0.1 -0.1 0.0 0.001
H -2.6003 -5.5767 0.1610 0.0 0.0 0.0 0.000
H -0.3966 -6.6591 0.3164 0.0 0.0 0.0 0.000
H 1.6647 -5.2125 0.4085 0.0 0.0 0.0 0.001
H 1.3775 -2.7781 0.3699 -0.1 0.1 0.0 0.001
```
Forces are in eV/Å.

Computed properties:
gap between HOMO and LUMO (alpha / beta): 7.31 / 3.48 eV
2S+1: 6
total charge: +4
E_HOMO (alpha / beta): -18.547 / -18.552 eV

[2]
Molecular formula: C3H5F3P
Method: DFT, wB97M-V/def2-TZVPD

```
12
Properties=species:S:1:pos:R:3:forces:R:3:mulliken_charge:R:1
C 1.6956 -0.1339 0.2720 -1.2 0.2 -0.6 0.419
C -1.6329 0.8860 0.3538 2.1 -1.1 -1.2 -0.915
C 2.5402 -1.1040 -0.0759 -1.6 2.5 0.6 -0.639
F 2.0010 1.1444 0.3800 0.1 0.4 0.4 -0.194
F -0.4735 -1.2298 1.6647 -0.1 0.7 -0.9 -0.185
F -0.4559 -1.3850 -0.7897 -0.3 1.5 1.5 -0.211
P -0.2712 -0.3463 0.3968 1.5 -2.3 -0.2 1.018
H -2.5576 0.3924 0.5696 -0.8 -0.9 -1.2 0.360
H -1.6880 1.5391 1.1501 1.1 1.5 2.2 0.408
H 3.5622 -0.9772 -0.3107 1.0 0.5 0.1 0.324
H 2.1168 -2.0063 -0.2680 -1.0 -2.8 -0.3 0.263
H -1.4227 1.5157 -0.5121 -0.8 -0.4 -0.4 0.351
```
Forces are in eV/Å.

Computed properties:
energy above the lowest of the compared OMol25 structures with the same formula, charge and spin: 170.7 kJ/mol
gap between HOMO and LUMO: 10.54 eV
total charge: +1
E_HOMO: -15.428 eV

[3]
Molecular formula: C4H7N2
Method: DFT, wB97M-V/def2-TZVPD

```
13
Properties=species:S:1:pos:R:3:forces:R:3:mulliken_charge:R:1
N 3.4697 -0.5131 -0.0679 -0.8 0.7 0.2 -0.175
N 2.5878 0.1264 0.0666 3.9 -2.4 -0.4 0.624
C 1.4262 0.7969 0.1393 -3.8 1.8 0.0 -0.366
C 0.3411 -0.0385 -0.5609 0.2 0.2 0.0 -0.065
C -0.3141 -1.1644 0.1807 -0.1 -0.1 0.1 -0.488
C -1.0670 0.1066 -0.0545 0.0 0.0 0.0 -0.621
H 1.5454 1.7786 -0.3425 0.2 -0.2 0.1 0.277
H 1.1700 0.9588 1.1960 0.2 -0.1 -0.1 0.344
H 0.5010 -0.1405 -1.6257 0.0 0.0 0.0 0.414
H 0.0088 -1.3851 1.1869 0.0 0.1 0.1 0.249
H -0.5875 -2.0435 -0.3806 0.0 0.0 -0.1 0.286
H -1.8531 0.1251 -0.7930 0.0 -0.1 -0.1 0.273
H -1.2528 0.7595 0.7839 0.1 0.0 0.1 0.248
```
Forces are in eV/Å.

Computed properties:
energy above the lowest of the compared OMol25 structures with the same formula, charge and spin: 333.3 kJ/mol
gap between HOMO and LUMO: 10.23 eV
SMILES: N#[N+]CC1CC1
total charge: +1
E_HOMO: -15.753 eV

[4]
Molecular formula: C13H28Cl4N4O4
Method: DFT, wB97M-V/def2-TZVPD

```
53
Properties=species:S:1:pos:R:3:forces:R:3:mulliken_charge:R:1
Cl -1.4466 -1.9444 0.6494 -0.3 -0.3 0.0 -0.134
C -0.4503 -0.4988 0.5994 0.1 -0.1 0.5 0.310
Cl 0.8805 -0.6874 1.7325 0.2 0.0 0.4 -0.044
Cl 0.1859 -0.2833 -0.9819 0.4 0.1 -1.1 -0.078
Cl -1.3996 0.9137 1.0171 -0.4 0.3 0.3 -0.115
C -7.4701 -1.1868 -2.6514 1.5 0.2 1.1 -0.889
N -6.3134 -1.2374 -1.6854 -0.6 1.3 -0.9 -0.155
C -6.4934 -1.7499 -0.4536 0.7 -0.1 0.0 0.637
C -5.2829 -1.6703 0.4570 0.1 -0.4 0.0 -0.619
O -7.5276 -2.2915 -0.1670 -1.1 -0.6 0.8 -0.636
H -8.3979 -0.7392 -2.3214 0.1 0.3 0.8 0.294
H -7.6613 -2.2138 -2.7985 -0.5 -1.1 -0.8 0.298
H -7.1852 -0.6541 -3.5427 0.4 -0.1 -0.4 0.332
H -5.4697 -0.6941 -1.8000 -0.4 0.1 -0.4 0.210
H -4.3766 -1.5481 -0.1205 0.3 0.3 -0.2 -0.004
H -5.1565 -2.6086 0.9956 -0.3 0.0 0.1 0.296
H -5.3538 -0.8651 1.1811 -0.2 0.1 0.0 0.260
C 1.3686 3.2252 2.5135 0.6 -0.5 -1.3 -0.736
N 2.7932 3.5563 2.6098 -0.1 1.1 0.7 -0.209
C 3.7655 2.6865 3.0134 -1.4 0.9 -0.7 0.634
C 5.0931 3.2597 3.3091 0.1 0.6 -0.4 -1.035
O 3.4970 1.5236 3.1392 -0.1 -2.1 0.4 -0.634
H 0.7928 2.9961 3.3916 0.4 0.2 1.1 0.294
H 1.3353 2.2906 1.9580 -0.3 0.1 -0.4 0.146
H 0.8461 4.0283 1.9843 0.2 -0.3 -0.1 0.327
H 3.0550 4.5317 2.5420 -0.2 -0.3 0.1 0.220
H 5.1854 3.2264 4.3857 0.3 0.3 0.2 0.247
H 5.1516 4.2573 2.8879 0.2 0.4 0.4 0.355
H 5.8820 2.6946 2.8497 0.3 -0.5 0.0 0.305
C -2.4226 -1.0669 -3.4109 -0.3 1.5 -1.6 -0.894
N -1.6199 -0.5377 -4.5665 -0.5 -0.4 2.3 -0.208
C -1.1090 0.7112 -4.4930 0.1 -0.1 -1.2 0.736
C -0.3637 1.0954 -5.7367 -0.1 0.3 -0.7 -1.018
O -1.2687 1.4744 -3.5749 -0.1 0.4 1.0 -0.601
H -2.8506 -0.1736 -2.9320 0.3 -0.3 0.0 0.297
H -1.8862 -1.6402 -2.6662 0.3 -0.2 -0.2 0.221
H -3.2609 -1.5768 -3.8630 -0.1 -0.6 0.2 0.432
H -1.5295 -1.0146 -5.4352 -0.1 -0.5 -0.1 0.211
H -0.7067 2.0852 -6.0656 0.2 -0.3 0.1 0.274
H -0.5104 0.3622 -6.5330 -0.1 0.2 -0.1 0.328
H 0.7026 1.1348 -5.5674 0.3 0.2 0.3 0.233
C 4.4476 -1.6037 0.5931 -0.6 -0.7 1.5 -0.965
N 4.3590 -1.2784 2.0235 0.5 0.5 0.4 0.007
C 5.0430 -2.0080 2.9334 0.8 -0.9 0.1 0.893
C 5.0720 -1.5006 4.3843 -0.5 0.9 -0.4 -0.916
O 5.6177 -3.0471 2.6113 -0.1 0.4 0.5 -0.696
H 4.9701 -2.5591 0.5893 0.2 0.1 -0.3 0.367
H 4.9689 -0.8724 -0.0156 -0.1 0.2 0.1 0.288
H 3.4256 -1.8124 0.3048 -0.1 0.3 -0.8 0.284
H 3.9845 -0.4239 2.4053 -0.1 0.4 -0.6 0.143
H 6.0765 -1.5243 4.8189 -0.3 -0.3 -0.3 0.305
H 4.3669 -2.0426 4.9889 0.0 -1.0 0.2 0.271
H 4.6467 -0.4974 4.5131 0.4 0.2 -0.5 0.133
```
Forces are in eV/Å.

Computed properties:
energy above the lowest of the compared OMol25 structures with the same formula, charge and spin: 0.0 kJ/mol
gap between HOMO and LUMO: 9.40 eV
SMILES: ClC(Cl)(Cl)Cl.CNC(C)=O.CNC(C)=O.CNC(C)=O.CNC(C)=O
E_HOMO: -9.077 eV

[5]
Molecular formula: C6H10O
Method: DFT, wB97M-V/def2-TZVPD

```
17
Properties=species:S:1:pos:R:3:forces:R:3:mulliken_charge:R:1
C 1.5754 -0.7614 -1.0670 0.0 0.1 -0.1 -1.062
C 0.9986 -0.1344 0.1624 0.0 -0.8 0.5 -0.254
C -0.3060 -0.1626 0.5264 0.4 0.0 -0.1 0.754
C -0.6282 -0.6866 1.9059 -0.1 0.2 0.2 -1.264
C -1.3072 0.4881 -0.3812 0.0 -0.2 -0.5 -0.897
C -0.6515 1.7159 -0.9736 0.5 0.5 0.0 -0.001
O 0.5400 1.7661 -1.1542 -0.7 0.9 -0.2 -0.445
H 2.0070 -1.6880 -0.6555 0.0 0.1 -0.4 0.318
H 0.8040 -1.0676 -1.7808 0.1 0.2 0.0 0.309
H 2.3745 -0.2225 -1.5805 -0.1 0.1 0.1 0.295
H 1.7380 0.0654 0.9395 0.0 -0.8 0.3 0.312
H -0.5031 -1.7834 1.9041 -0.1 0.4 0.0 0.261
H 0.0911 -0.3115 2.6442 -0.1 0.0 0.0 0.322
H -1.6451 -0.4908 2.2562 0.1 0.2 0.0 0.364
H -2.3038 0.6525 0.0536 0.4 0.0 -0.1 0.375
H -1.4737 0.1227 -1.4224 -0.3 -1.0 0.5 0.225
H -1.3099 2.4981 -1.3771 -0.2 0.1 0.0 0.387
```
Forces are in eV/Å.

Computed properties:
energy above the lowest of the compared OMol25 structures with the same formula, charge and spin: 208.3 kJ/mol
gap between HOMO and LUMO: 8.62 eV
SMILES: C/C=C(/C)CC=O
E_HOMO: -7.694 eV

Number 1: strongest force on any atom 0.9 eV/Å, electronic energy -60428.9210 eV. Number 2: strongest force on any atom 3.0 eV/Å, electronic energy -20625.7804 eV. Number 3: strongest force on any atom 4.6 eV/Å, electronic energy -7232.2839 eV. Number 4: strongest force on any atom 2.4 eV/Å, electronic energy -78176.0406 eV. Number 5: strongest force on any atom 1.1 eV/Å, electronic energy -8429.0811 eV.